{
  "formula": "C75H52F5N3O5P2S3SeTi",
  "method": "ωB97M-V/def2-TZVPD",
  "homo_lumo_gap_ha": [0.1185, 0.1111],
  "e_homo_ev": [-5.4162, -5.4175],
  "mol_weight_g_mol": 1455.22,
  "multiplicity": 3,
  "total_charge": 0,
  "elements": ["Ti", "O", "S", "C", "C", "C", "C", "C", "C", "C", "C", "C", "C", "P", "C", "C", "C", "C", "C", "C", "C", "C", "C", "C", "C", "C", "C", "C", "C", "C", "C", "C", "C", "C", "C", "C", "C", "C", "P", "C", "C", "C", "C", "C", "C", "C", "C", "C", "C", "C", "C", "C", "C", "H", "H", "H", "H", "H", "H", "H", "H", "H", "H", "H", "H", "H", "H", "H", "H", "H", "H", "H", "H", "H", "H", "H", "H", "H", "H", "H", "H", "H", "H", "H", "H", "H", "H", "H", "H", "O", "S", "O", "O", "C", "N", "C", "C", "C", "N", "C", "C", "C", "N", "C", "C", "H", "H", "H", "H", "H", "H", "O", "S", "C", "C", "C", "C", "C", "C", "C", "C", "C", "C", "C", "C", "H", "H", "H", "H", "H", "H", "H", "H", "H", "H", "F", "C", "C", "F", "C", "F", "C", "Se", "C", "F", "C", "F"],
  "coordinates": [[0.807195, -0.316150, -0.179023], [0.706991, -1.059890, 1.650574], [-0.616907, -0.480833, 2.139776], [-1.084728, -1.821019, 3.269354], [-1.299276, -1.658754, 4.614727], [-1.677084, -2.726246, 5.446682], [-1.801793, -3.973888, 4.901766], [-2.204853, -5.290803, 5.493556], [-2.141585, -6.294494, 4.319125], [-1.713403, -5.481410, 3.135277], [-1.504086, -5.814561, 1.824987], [-1.191317, -4.793535, 0.919499], [-1.079076, -3.458124, 1.281629], [-1.013668, -2.242989, -0.090661], [-2.116296, -3.084543, -1.354098], [-1.442279, -3.754726, -2.491281], [-2.105844, -4.067114, -3.597593], [-3.584318, -3.876585, -3.690775], [-4.195223, -4.518454, -1.318186], [-3.285261, -3.738068, -0.730618], [0.678198, -2.510912, -0.768750], [1.652149, -3.350462, -0.206501], [2.885856, -3.481038, -0.810669], [3.191004, -2.776669, -1.981185], [2.263587, -1.919417, -2.535610], [1.016578, -1.744810, -1.919898], [-1.218470, -3.092827, 2.650293], [-1.544375, -4.143756, 3.529142], [-0.236344, 0.915849, 3.196274], [-1.389463, 1.374337, 3.817042], [-1.413371, 2.486024, 4.655598], [-0.228371, 3.146866, 4.868779], [0.071635, 4.369407, 5.647980], [1.585720, 4.590788, 5.482959], [2.033022, 3.503609, 4.569681], [3.263272, 3.212205, 4.040509], [3.331895, 2.208842, 3.076463], [2.256158, 1.436164, 2.657193], [2.654973, 0.552630, 1.088851], [3.505994, 1.622576, -0.043782], [4.788438, 2.119124, 0.143923], [5.449253, 3.031633, -0.656293], [4.927330, 3.910034, -1.643192], [3.637072, 4.201199, -1.930484], [2.440876, 3.486501, -1.396902], [3.901533, -0.674593, 1.585427], [4.090676, -1.120601, 2.888950], [5.062812, -2.072136, 3.152274], [5.844339, -2.578429, 2.125396], [5.645704, -2.148388, 0.820831], [4.672724, -1.206013, 0.551371], [0.993800, 1.616487, 3.298725], [0.936127, 2.697232, 4.214180], [-1.192188, -0.679452, 5.056619], [-1.857937, -2.534453, 6.491409], [-3.213138, -5.225773, 5.906509], [-1.538456, -5.573138, 6.309163], [-3.119075, -6.738852, 4.127803], [-1.442621, -7.108365, 4.518229], [-1.617390, -6.827744, 1.474546], [-1.064428, -5.068514, -0.120135], [-0.374735, -3.927133, -2.419435], [-1.605745, -4.533803, -4.432919], [-3.927863, -4.053792, -4.714347], [-4.999942, -4.910547, -0.712443], [-3.463060, -3.466413, 0.305629], [1.425726, -3.926082, 0.682203], [3.618964, -4.155519, -0.393029], [4.150904, -2.919565, -2.456266], [2.484367, -1.391804, -3.455978], [0.215603, -1.197364, -2.426350], [-2.310158, 0.834417, 3.630679], [-2.334857, 2.817367, 5.103094], [-0.265236, 4.314841, 6.680909], [-0.432854, 5.208213, 5.149438], [2.130331, 4.590103, 6.427476], [1.746480, 5.554372, 4.991020], [4.148310, 3.764693, 4.317107], [4.284382, 2.029660, 2.601928], [5.376000, 1.681459, 0.944056], [6.508311, 3.142478, -0.464361], [5.683136, 4.496866, -2.154720], [3.443015, 4.969916, -2.665150], [1.625479, 3.583054, -2.126950], [3.493933, -0.705603, 3.691718], [5.221445, -2.411901, 4.166370], [6.608212, -3.310712, 2.340621], [6.256795, -2.540954, 0.020562], [4.510109, -0.837795, -0.457205], [-0.827096, 7.940797, 1.945929], [0.228713, 7.557781, 2.853144], [-0.011811, 6.313332, 3.588365], [0.804608, 8.603237, 3.667447], [1.611386, 6.975772, 1.781431], [2.787164, 7.560048, 1.845434], [3.783102, 6.902927, 1.267921], [3.619550, 5.657058, 0.681124], [2.308053, 5.182313, 0.562382], [1.319777, 5.885552, 1.137183], [1.863364, 3.967873, -0.103547], [2.769210, 1.949819, -1.310159], [1.543675, 1.109387, -1.554209], [0.351189, 1.339805, -0.919240], [0.086220, 2.196870, 0.061686], [0.770310, 3.360869, 0.461921], [4.754001, 7.380688, 1.317912], [4.467676, 5.079247, 0.362145], [3.463549, 1.747675, -2.137745], [1.408497, 0.870852, -2.615978], [-0.871355, 2.003430, 0.562183], [0.350356, 3.890498, 1.309846], [-1.424446, 2.896092, -2.479298], [-1.676185, 1.475554, -2.735752], [-0.690931, 1.069487, -4.209123], [-0.041365, 2.091304, -4.877469], [0.767239, 1.790302, -5.960476], [0.955809, 0.470450, -6.338423], [0.314281, -0.551804, -5.655100], [-0.534011, -0.250223, -4.603369], [-3.324189, 1.433917, -3.523849], [-4.318734, 1.998920, -2.741125], [-5.611025, 2.078765, -3.224888], [-5.904053, 1.589919, -4.487599], [-4.907601, 1.015464, -5.257499], [-3.609308, 0.929147, -4.779524], [-0.186392, 3.105762, -4.536634], [1.253679, 2.582984, -6.508436], [1.595611, 0.234855, -7.175314], [0.469675, -1.581939, -5.939853], [-1.096799, -1.032922, -4.109053], [-4.059654, 2.393610, -1.769978], [-6.384693, 2.518618, -2.615538], [-6.912333, 1.652131, -4.867992], [-5.134910, 0.628543, -6.239055], [-2.838020, 0.489061, -5.394381], [-7.623245, -4.948183, -4.359660], [-6.499785, -4.401248, -3.844960], [-5.621172, -5.254717, -3.242739], [-5.942863, -6.571139, -3.194497], [-4.237520, -4.948081, -2.763374], [-3.501363, -6.136955, -2.887732], [-4.090981, -2.533015, -3.249064], [-3.009187, -1.398093, -2.202078], [-5.407391, -2.195322, -3.399810], [-5.724658, -0.923553, -3.037544], [-6.439818, -2.991653, -3.893261], [-7.563133, -2.353297, -4.311821]],
  "forces_ev_per_a": [[-0.7150, -1.6613, 0.4790], [0.8168, -0.3132, 0.6731], [-1.0438, 0.5354, 2.2865], [-0.0617, 0.4004, -0.1017], [0.0568, 0.2707, -0.2021], [-0.0128, -0.2436, 0.0517], [0.1044, 0.3199, -0.0961], [-0.0627, -0.0672, 0.2385], [-0.0699, -0.2399, 0.0637], [0.1218, 0.1820, -0.2987], [-0.0336, -0.1544, 0.3404], [0.1870, 0.3585, 0.0131], [0.1474, 0.1241, -0.0335], [-0.3060, -1.6411, -0.8979], [-0.4161, 1.1911, 0.2032], [0.3535, -0.1053, -0.3758], [0.0146, 0.0467, 0.1287], [-0.1465, 0.3837, -0.1781], [0.1916, -0.3612, -0.1781], [0.0515, -0.0432, 0.5691], [0.0923, -0.4959, -0.9327], [-0.0226, 0.1023, -0.0176], [-0.0032, 0.0803, -0.2978], [-0.1711, -0.1568, 0.0692], [-0.2059, -0.0030, -0.0342], [0.1876, -1.6979, -0.0966], [-0.1287, -0.4566, -0.1464], [-0.0263, 0.2454, -0.0515], [-0.5995, -0.2685, -0.2786], [0.1832, -0.1169, -0.2668], [0.1625, 0.1531, 0.0833], [-0.1246, -0.3979, -0.1962], [-0.1195, 0.4821, 0.0776], [0.0282, 0.3226, 0.1445], [0.2793, -0.1789, -0.1847], [-0.1411, 0.2331, 0.2789], [-0.2630, -0.3280, -0.0947], [0.5392, 0.1065, -0.4845], [0.7568, 0.0994, 1.0169], [0.8233, 1.0182, -0.1871], [-0.6839, -0.8476, 0.2608], [0.3115, 0.2601, -0.3371], [0.1678, 0.0904, -0.3041], [0.0073, -0.0016, -0.1677], [0.1907, -0.4898, -0.1295], [-0.0261, -0.0563, -0.2667], [-0.1645, 0.1635, -0.0871], [0.0617, -0.0750, 0.0780], [-0.0528, -0.0518, 0.0030], [0.0618, -0.0137, -0.0148], [0.0000, 0.2208, 0.0871], [0.1592, -0.0183, 0.1597], [-0.0966, -0.2264, -0.1857], [0.0634, 0.0293, 0.0238], [-0.0286, 0.0031, 0.1670], [0.0439, -0.0166, 0.0474], [-0.0272, -0.0145, 0.0288], [0.0314, -0.0947, 0.0237], [-0.0487, -0.0150, -0.0240], [0.0066, -0.1343, -0.0910], [-0.0498, 0.0233, -0.0301], [-0.0357, -0.1233, -0.1102], [0.1319, -0.0990, 0.0046], [0.0320, -0.1340, 0.0895], [-0.0910, 0.0556, 0.0961], [-0.0965, -0.0320, -0.0248], [-0.0378, 0.0903, 0.0104], [0.0402, -0.0127, 0.0833], [0.0613, 0.0324, -0.0215], [-0.0379, 0.0594, 0.0329], [0.1239, 0.2411, 0.0890], [-0.1419, 0.0262, 0.0151], [-0.1615, 0.0257, 0.0543], [0.0057, -0.0595, 0.0842], [-0.0387, -0.1048, 0.2391], [0.0378, -0.0382, 0.0139], [0.0350, 0.0088, 0.1079], [0.0750, 0.0899, -0.0204], [0.1040, 0.0743, 0.0269], [0.0298, 0.0465, 0.0553], [0.0859, 0.0078, 0.0078], [-0.0619, 0.0334, -0.0295], [0.0456, 0.1500, -0.0062], [0.1332, 0.0373, 0.0153], [-0.0035, -0.0248, 0.0082], [-0.0062, -0.0034, 0.0367], [0.0658, -0.0502, 0.0247], [0.0470, -0.0336, -0.0567], [0.1060, -0.1147, 0.0345], [0.0352, -0.0689, 0.0662], [0.5466, 0.2612, -0.2036], [-0.2018, -0.0725, -0.0651], [-0.1133, -0.0524, -0.0658], [-0.9330, 0.6453, 1.1415], [0.7168, 0.4787, -0.1810], [-0.1199, -0.0877, 0.2585], [-0.2023, -0.3289, -0.1681], [0.2479, 1.5683, 0.8266], [0.0199, -1.2850, -0.9763], [-1.2337, -0.9462, 0.0666], [-0.3177, 0.2537, -0.1061], [1.2474, 0.4544, -0.8336], [-0.4947, 2.7411, 0.4774], [-0.8423, -0.9949, -0.8954], [1.1034, 1.1006, -0.1007], [0.1157, -0.0724, -0.0278], [0.0170, 0.1512, -0.0282], [-0.1261, -0.0370, 0.0699], [-0.0703, -0.1371, 0.3655], [0.3430, -0.0187, -0.0919], [-0.0355, -0.1300, 0.0714], [0.4153, 1.3010, 0.4305], [-0.8730, -0.7209, -1.4428], [-0.2039, -0.1352, 0.3006], [-0.1101, 0.1160, 0.1910], [0.0469, -0.0346, -0.0108], [0.1002, -0.0686, -0.0845], [0.0403, 0.0469, -0.0262], [0.0234, -0.1883, -0.0026], [0.3869, 0.0098, 0.1454], [0.0583, 0.0356, 0.0421], [0.0540, 0.0417, -0.0058], [0.0076, 0.0472, -0.0422], [-0.0142, 0.0159, -0.0666], [0.0196, 0.0218, -0.0552], [-0.0279, 0.1393, 0.0319], [0.0543, 0.0870, -0.0292], [0.0860, -0.0059, -0.0806], [-0.0604, -0.0972, -0.1012], [0.0247, -0.0368, 0.0328], [-0.0672, 0.0735, 0.1344], [-0.0898, 0.0477, 0.0541], [-0.0807, -0.0341, -0.0300], [-0.0469, -0.0481, -0.0851], [-0.0158, -0.0293, -0.0204], [0.1475, 0.1342, 0.1377], [0.4523, -0.6240, 0.5976], [-0.2070, 0.4454, -0.4225], [-0.1580, -0.2333, 0.0807], [-0.3210, 0.2659, -0.1718], [0.1522, -0.4971, -0.0037], [0.5946, 0.4372, 0.0276], [-0.2009, -0.9284, 0.1005], [-0.6443, -0.4644, -0.3339], [-0.3013, -0.1315, -0.1658], [0.7093, 0.8183, 0.2865], [-0.4527, 0.1620, -0.2007]]
}